{
  "formula": "C31H28Cl5GeN3O3S2V",
  "method": "wB97M-V/def2-TZVPD",
  "symbols": ["V", "Cl", "C", "C", "C", "Cl", "C", "Cl", "C", "Cl", "C", "Cl", "S", "C", "N", "C", "C", "S", "H", "H", "H", "H", "H", "O", "C", "O", "C", "C", "Ge", "C", "C", "C", "C", "C", "C", "C", "C", "C", "C", "C", "C", "C", "C", "C", "C", "C", "C", "H", "H", "H", "H", "H", "H", "H", "H", "H", "H", "H", "H", "H", "H", "H", "H", "H", "H", "H", "N", "C", "N", "O", "H", "H", "H", "H"],
  "xyz": [[-1.1743, 0.9071, 1.3992], [-3.4822, -0.4109, 2.5938], [-3.8394, 1.2863, 2.5671], [-2.8292, 2.0872, 2.0567], [-3.0817, 3.4620, 2.0698], [-1.8927, 4.6075, 1.5414], [-4.2936, 3.9800, 2.5376], [-4.5740, 5.6729, 2.5391], [-5.2866, 3.1227, 3.0164], [-6.7743, 3.7503, 3.5900], [-5.0579, 1.7518, 3.0394], [-6.2376, 0.6621, 3.6414], [-0.4064, -1.1221, 4.2615], [-0.4388, -2.7099, 4.7039], [-0.2670, -3.1822, 5.9408], [-0.0881, -4.6195, 6.0969], [-0.8416, -5.2475, 4.9301], [-0.7007, -4.0323, 3.5841], [-0.0159, -2.5334, 6.6711], [-0.4949, -4.9470, 7.0523], [0.9750, -4.8731, 6.0612], [-1.8954, -5.3926, 5.1607], [-0.4047, -6.1934, 4.6219], [-1.2031, -0.9807, 0.9381], [0.0698, -1.1738, 0.8871], [0.7960, -0.2309, 1.2759], [0.5424, -2.4341, 0.2562], [0.1687, -2.3440, -1.2439], [0.7579, -0.6865, -2.1461], [-0.3955, 0.8824, -1.7537], [-1.6695, 0.8156, -1.1477], [-2.4886, 1.9429, -1.0641], [-2.0532, 3.1637, -1.5651], [-0.8203, 3.2365, -2.1859], [-0.0075, 2.1073, -2.2881], [0.6379, -0.9264, -4.0696], [1.7813, -0.8831, -4.8673], [1.6868, -1.0547, -6.2433], [0.4495, -1.2706, -6.8316], [-0.6956, -1.3131, -6.0471], [-0.6015, -1.1396, -4.6746], [2.6186, -0.3441, -1.6585], [3.4660, -1.4482, -1.5496], [4.8158, -1.2940, -1.2601], [5.3457, -0.0238, -1.0894], [4.5203, 1.0853, -1.2067], [3.1668, 0.9258, -1.4818], [0.0336, -3.2706, 0.7382], [1.6157, -2.5354, 0.4057], [-0.9117, -2.4318, -1.3690], [0.6057, -3.1813, -1.7894], [-2.0810, -0.1520, -0.8892], [-3.4879, 1.8498, -0.6584], [-2.6911, 4.0346, -1.5082], [-0.4931, 4.1700, -2.6272], [0.9186, 2.1874, -2.8434], [2.7514, -0.7155, -4.4140], [2.5793, -1.0199, -6.8541], [0.3761, -1.4045, -7.9026], [-1.6605, -1.4799, -6.5076], [-1.5057, -1.1675, -4.0751], [3.0742, -2.4488, -1.6988], [5.4543, -2.1638, -1.1785], [6.3991, 0.1024, -0.8778], [4.9388, 2.0804, -1.1040], [2.5426, 1.8052, -1.5614], [1.4938, 3.9188, 0.5140], [1.2972, 2.7332, 1.1018], [2.3432, 2.0098, 1.5001], [0.1086, 2.3529, 1.3015], [2.4037, 4.3397, 0.4509], [0.6812, 4.4726, 0.3074], [3.2685, 2.2423, 1.1798], [2.1588, 1.0343, 1.6997]],
  "forces_ev_per_a": [[0.195, 0.110, 0.262], [-0.028, -0.103, -0.067], [0.057, 0.172, -0.055], [0.255, 0.134, -0.023], [-0.137, -0.219, 0.108], [0.034, 0.022, -0.060], [0.090, 0.036, -0.036], [-0.053, 0.033, 0.010], [-0.030, 0.064, 0.013], [0.036, -0.012, -0.020], [-0.010, -0.115, 0.029], [0.017, 0.033, -0.016], [0.158, 0.242, 0.198], [-0.107, -0.078, -0.142], [0.016, -0.009, 0.058], [-0.007, -0.004, 0.002], [-0.013, 0.010, -0.009], [0.000, 0.018, 0.003], [-0.014, 0.017, -0.015], [0.010, 0.007, -0.002], [-0.005, 0.004, -0.015], [0.010, 0.003, 0.011], [-0.001, 0.003, 0.004], [0.229, -0.356, -0.157], [-0.352, -0.066, 0.268], [-0.293, -0.093, -0.151], [0.022, 0.062, -0.205], [0.069, 0.049, 0.113], [-0.064, 0.071, -0.044], [0.027, -0.070, 0.014], [0.074, -0.048, -0.176], [-0.055, -0.056, 0.067], [0.021, 0.040, 0.019], [0.057, -0.055, -0.010], [-0.078, 0.023, 0.072], [0.072, 0.001, -0.038], [-0.104, -0.027, -0.005], [-0.009, 0.002, 0.041], [0.024, 0.005, 0.012], [-0.012, 0.002, -0.003], [0.056, 0.007, -0.010], [-0.011, 0.003, -0.003], [0.042, 0.059, 0.020], [-0.036, -0.020, -0.012], [0.005, 0.001, 0.004], [-0.060, 0.034, -0.008], [0.102, -0.123, 0.008], [0.011, -0.006, -0.047], [0.008, 0.047, -0.032], [-0.018, -0.009, 0.060], [0.040, 0.018, 0.000], [-0.052, 0.038, 0.001], [0.008, 0.001, 0.007], [-0.010, 0.008, 0.015], [0.000, 0.006, -0.007], [0.027, 0.014, -0.014], [0.018, 0.002, -0.012], [0.007, 0.001, -0.007], [-0.004, -0.002, -0.006], [-0.008, 0.000, 0.002], [-0.015, 0.002, 0.002], [0.008, -0.016, -0.003], [0.001, -0.003, -0.001], [0.007, -0.002, 0.001], [0.001, -0.003, 0.006], [-0.028, 0.056, -0.002], [-0.001, 0.022, -0.023], [0.080, -0.049, 0.184], [-0.022, -0.027, -0.047], [-0.203, 0.046, -0.161], [-0.008, -0.004, 0.019], [-0.051, 0.029, -0.002], [-0.006, 0.009, 0.003], [0.012, 0.010, 0.010]],
  "gap_ev": [7.2510, 7.8932],
  "s2": 2.022,
  "total_charge": 1,
  "spin_multiplicity": 3,
  "e_tot_ha": -7706.2541,
  "homo_energy_ha": [-0.39936, -0.39946]
}